Molecular formula: C4H4O3
Method: DFT, wB97M-V/def2-TZVPD

Each line ends with the natural charge from an NBO analysis.
Element x y z (Å)
O  -0.22658  -2.88044  -0.56857  -0.58
O  -1.42831  0.41416  -0.80766  -0.48
C  -0.54806  -1.95450  0.27647  0.13
H  -0.18568  2.65048  -0.54451  0.24
C  0.38072  1.84124  -0.08074  -0.72
O  1.31996  -0.68575  0.98304  -0.47
H  1.36601  1.75124  -0.55231  0.25
C  -0.37301  0.55222  -0.22838  0.50
C  0.27231  -0.70064  0.37567  0.37
H  -1.13445  -3.04505  0.16834  0.51
H  0.55708  2.05704  0.97865  0.25

Calculated values
Energy relative to the best compared isomer or geometry (same formula, charge and spin) (kJ/mol): 463.7
Total energy (eV): -10350.4061
Largest force on an atom (Eh/bohr): 0.0116
HOMO level (eV): -9.079